DFT (the ωB97M-V functional and the def2-TZVPD basis) results for a cluster of 5 separate species, C10H23I2N9O10S in total.

HOMO level   -8.39 eV
Calculated total energy   -71665.737 eV
LUMO level   0.190 eV
SMILES   C/C(I)=C(\I)[C@H]1OS(=O)(=O)O[C@@H]1CON=O.NC(N)=O.NC(N)=O.NC(N)=O.NC(N)=O
F_max   0.70 eV Å⁻¹

Last column: Löwdin charge in e.
Cartesian coordinates (Å):
C -2.65669 -1.16056 -1.08146  -0.215
C -1.28330 -1.73829 -0.90333  -0.783
I -0.96110 -3.49417 -2.03253  0.951
C -0.33297 -1.25152 -0.11536  -0.671
I -0.84041 0.40103 1.05353  1.249
C 1.04293 -1.84008 -0.01436  -0.368
O 1.66047 -1.89260 -1.32747  -0.270
S 3.20682 -2.25511 -1.15839  0.573
O 3.95167 -1.33904 -1.95188  -0.224
O 3.39770 -3.65275 -1.32432  -0.213
O 3.30339 -1.89709 0.37246  -0.168
C 2.12005 -1.09532 0.77028  -0.242
C 2.10781 -1.08129 2.29087  -0.152
O 2.02760 0.24114 2.81907  -0.142
N 3.31607 0.80921 2.83780  -0.028
O 3.25861 1.97270 2.83036  0.078
H -3.19110 -1.66012 -1.88388  0.040
H -2.55844 -0.10972 -1.37077  0.063
H -3.22361 -1.21577 -0.15064  0.068
H 0.95300 -2.85588 0.38954  0.150
H 2.28470 -0.11482 0.31983  0.155
H 3.06837 -1.48994 2.61478  0.133
H 1.31775 -1.69356 2.71819  0.097
C -3.23727 3.09025 2.22570  -0.688
O -2.14636 2.62966 2.52292  -0.109
N -3.39520 4.37837 1.80651  0.159
N -4.37972 2.34270 2.28810  0.157
H -4.27927 4.77305 1.55045  0.094
H -2.56944 4.94250 1.73998  0.105
H -4.28609 1.39025 2.58642  0.099
H -5.28540 2.69353 2.04358  0.093
C -1.39104 -3.20521 3.78761  -0.660
O -0.58736 -2.48499 3.21773  -0.005
N -1.84167 -4.37274 3.23961  0.159
N -1.90137 -2.88967 5.01422  0.157
H -2.50246 -4.97657 3.68926  0.094
H -1.48592 -4.62429 2.33636  0.103
H -1.58772 -2.03436 5.43338  0.107
H -2.56268 -3.46150 5.50307  0.093
C -0.14743 3.24190 -2.09492  -0.704
O -1.15873 2.65347 -1.74556  -0.024
N 0.74975 3.73081 -1.17849  0.153
N 0.19029 3.42663 -3.39883  0.158
H 1.59600 4.20401 -1.43163  0.092
H 0.53589 3.58906 -0.20842  0.087
H -0.41961 3.03645 -4.09178  0.107
H 1.03708 3.86761 -3.70417  0.090
C 2.31677 0.79587 -4.75800  -0.672
O 2.15820 1.95468 -5.11372  -0.001
N 1.90745 0.35448 -3.53475  0.179
N 2.91828 -0.13933 -5.55415  0.156
H 2.03491 -0.58434 -3.20587  0.057
H 1.45833 1.02199 -2.93474  0.090
H 3.23164 0.16024 -6.45728  0.099
H 3.06082 -1.09097 -5.27492  0.094